C26H59F6MnN5O6P as an isolated structure, computed with wB97M-V/def2-TZVPD.

Properties
- Highest occupied orbital energy (spin up / spin down): -10.66 / -10.66 eV
- Largest force on an atom: 1.73 eV/A

ORCA input file:
```
! wB97M-V def2-TZVPD RIJCOSX def2/J DEFGRID3
* xyz 1 6
Mn 26.7595 17.7259 18.2453
P 29.4307 20.2357 17.2848
F 28.3555 21.4063 17.3552
F 30.5813 21.2068 16.8404
F 29.7615 20.3787 18.8361
F 30.4191 18.9560 17.1688
F 28.2240 19.1427 17.7191
F 28.9633 19.9249 15.7534
C 26.3139 24.3430 17.2263
C 26.7754 25.7455 16.9100
C 25.6244 26.6378 16.4119
C 24.5405 26.7026 17.3784
N 23.7220 26.6994 18.1827
H 25.7581 24.3047 18.1577
H 27.1880 23.6916 17.3065
H 25.7064 23.9063 16.4296
H 27.5222 25.7404 16.1149
H 27.2178 26.2314 17.7810
H 25.2349 26.2308 15.4737
H 25.9619 27.6418 16.1520
C 34.9927 21.5679 14.1424
C 34.0735 22.6467 14.7019
C 33.4309 22.2202 16.0145
C 34.4113 21.9440 17.0787
N 35.1521 21.7562 17.9375
H 34.4220 20.6618 13.9264
H 35.7868 21.3541 14.8590
H 35.4828 21.8317 13.2041
H 33.2978 22.9349 13.9893
H 34.6213 23.5743 14.8857
H 32.7436 21.3752 16.0350
H 32.8501 23.0449 16.4481
C 26.0132 23.2751 20.6066
O 25.8787 22.0099 19.9928
C 24.9699 21.1649 20.6648
C 24.9142 19.9310 19.8155
N 26.2572 19.2965 19.6719
C 26.7279 18.7240 20.9325
C 26.2068 17.3194 21.1567
O 26.4880 16.5620 19.9750
C 26.1504 15.2091 20.1636
H 26.6344 23.9688 20.0559
H 26.3838 23.1519 21.6347
H 25.0639 23.8166 20.7493
H 24.0081 21.6808 20.7702
H 25.2994 20.9768 21.6965
H 24.5024 20.1797 18.8415
H 24.1359 19.2554 20.1974
H 26.7780 20.1747 19.5254
H 26.6174 19.3444 21.8264
H 27.8231 18.6375 20.9223
H 25.1319 17.3444 21.3692
H 26.6963 16.9215 22.0472
H 26.3333 14.6374 19.2567
H 25.0873 15.0652 20.3950
H 26.6960 14.7485 20.9901
C 29.9204 16.9023 19.4414
O 28.8405 16.6439 18.5428
C 29.1931 15.7024 17.5441
C 27.9471 15.2581 16.7724
N 27.0225 16.3950 16.5205
C 27.5072 17.2850 15.4345
C 26.4608 18.3676 15.2016
O 25.9440 18.9122 16.4232
C 25.1536 20.0526 16.1719
H 29.6579 17.7197 20.1066
H 30.8329 17.1472 18.8984
H 30.1196 16.0298 20.0763
H 29.7070 14.8178 17.9199
H 29.8135 16.2398 16.8152
H 27.4015 14.5275 17.3669
H 28.3324 14.8413 15.8397
H 26.2164 15.9182 16.1189
H 27.5187 16.7444 14.4828
H 28.4839 17.7199 15.6150
H 25.6272 17.9524 14.6191
H 26.9107 19.1604 14.6017
H 25.7052 20.9908 16.2604
H 24.3093 20.0648 16.8610
H 24.7104 20.0134 15.1726
C 28.2623 13.8379 10.3535
O 28.4952 15.2203 10.4666
C 27.7960 15.8100 11.5505
C 28.2501 17.2274 11.7224
N 29.4837 17.3149 12.4964
C 29.9108 18.6590 12.9118
C 30.1181 19.7138 11.8504
O 31.2087 19.5723 10.9748
C 31.1774 18.5154 10.0506
H 28.5435 13.5275 9.3483
H 27.2059 13.5837 10.5046
H 28.8861 13.2717 11.0562
H 27.8584 15.2315 12.4855
H 26.7245 15.7416 11.2823
H 27.4899 17.7447 12.3314
H 28.2559 17.7744 10.7721
H 30.2644 16.8824 12.0242
H 30.8072 18.4744 13.5106
H 29.2218 19.0963 13.6428
H 30.3265 20.6313 12.4098
H 29.1892 19.9190 11.2967
H 30.2857 18.5706 9.3976
H 31.1689 17.5059 10.4637
H 32.0227 18.6634 9.3833
*
```